Density functional theory data (ωB97M-V with the def2-TZVPD basis set) for a molecular structure, C28H28HgN6O5 at a distorted geometry.

HOMO energy (spin up / spin down): -3.5 / -3.3 eV
total energy: -52845.2717 eV
expectation value of S²: 0.761
total charge: -1
F_max: 1.9 eV/A
LUMO level (spin up / spin down): 2.6 / 1.5 eV
spin multiplicity: 2
HOMO-LUMO gap (spin up / spin down): 0.222 / 0.176 hartree

Geometry (Å):
Hg1 0.168 0.223 0.449
O1 -3.088 1.048 -2.930
C1 -2.215 0.461 -2.268
N1 -2.221 0.240 -0.964
C2 -3.292 0.002 -0.180
C3 -4.459 -0.570 -0.725
C4 -5.529 -0.937 0.052
C5 -5.454 -0.803 1.437
C6 -4.322 -0.276 2.010
C7 -3.236 0.194 1.246
N2 -2.149 0.761 1.829
C8 -2.137 1.291 3.049
O2 -3.114 1.652 3.721
C9 -0.770 1.624 3.615
C10 -0.725 2.572 4.641
C11 0.493 2.947 5.168
C12 1.643 2.358 4.664
C13 1.506 1.406 3.668
N3 0.336 1.042 3.168
C14 -0.939 0.062 -2.984
C15 -0.763 0.481 -4.307
C16 0.388 0.137 -4.988
C17 1.331 -0.649 -4.336
C18 1.051 -1.061 -3.045
N4 -0.039 -0.713 -2.378
H1 -4.497 -0.704 -1.796
H2 -6.425 -1.336 -0.406
H3 -6.291 -1.097 2.058
H4 -4.259 -0.178 3.083
H5 -1.651 2.993 4.998
H6 0.555 3.692 5.950
H7 2.621 2.636 5.025
H8 2.372 0.918 3.237
H9 -1.545 1.067 -4.766
H10 0.542 0.471 -6.007
H11 2.250 -0.945 -4.823
H12 1.734 -1.708 -2.504
O3 3.580 0.522 0.567
C19 3.678 -0.502 -0.395
C20 4.196 -1.775 0.269
C21 3.214 -2.336 1.303
C22 2.025 -3.042 0.714
C23 2.176 -4.142 -0.125
C24 1.050 -4.805 -0.580
C25 -0.197 -4.356 -0.173
C26 -0.252 -3.241 0.644
N5 0.825 -2.596 1.070
H13 3.233 1.309 0.118
H14 4.372 -0.199 -1.196
H15 2.695 -0.693 -0.843
H16 5.139 -1.540 0.767
H17 4.397 -2.514 -0.511
H18 2.844 -1.515 1.916
H19 3.746 -3.045 1.944
H20 3.167 -4.476 -0.401
H21 1.147 -5.663 -1.231
H22 -1.102 -4.859 -0.477
H23 -1.201 -2.835 0.965
N6 -0.824 3.534 -2.028
C27 0.537 3.238 -2.449
C28 1.405 3.068 -1.202
O4 2.496 2.556 -1.223
O5 0.879 3.609 -0.117
H24 -1.308 2.675 -1.768
H25 -1.365 3.940 -2.782
H26 -0.029 3.917 -0.352
H27 0.945 4.101 -2.989
H28 0.659 2.362 -3.100

---

Density functional theory data (ωB97M-V with the def2-TZVPD basis set) for a molecular structure, C28H28N10O4SScSe at a distorted geometry.

HOMO energy (spin up / spin down): -3.5 / -3.5 eV
total energy: -149469.6754 eV
total charge: -1
energy relative to the best compared isomer or geometry (same formula, charge and spin): 0.0 kJ/mol
F_max: 3.3 eV/A
LUMO level (spin up / spin down): 2.2 / 2.2 eV
spin multiplicity: 1
HOMO-LUMO gap (spin up / spin down): 0.208 / 0.209 hartree

Geometry (Å):
Sc1 -0.356 -0.286 -0.813
N1 0.556 -4.267 -3.459
C1 0.683 -3.110 -2.786
S1 0.586 -1.611 -3.533
N2 0.906 -3.369 -1.450
N3 0.944 -2.235 -0.693
C2 1.717 -2.347 0.398
C3 2.379 -3.610 0.744
C4 1.650 -4.812 0.797
C5 2.309 -6.007 1.049
C6 3.686 -6.092 1.264
C7 4.386 -4.890 1.263
C8 3.723 -3.672 1.079
C9 1.743 -1.165 1.234
C10 2.464 -1.297 2.452
C11 2.483 -0.205 3.325
C12 1.994 1.016 2.908
C13 1.261 1.180 1.605
N4 1.070 -0.084 0.876
H1 0.341 -4.214 -4.443
H2 0.595 -5.148 -2.961
H3 0.577 -4.777 0.615
H4 1.700 -6.919 1.067
H5 4.197 -7.053 1.410
H6 5.467 -4.881 1.402
H7 4.299 -2.751 1.131
H8 2.836 -2.266 2.738
H9 2.861 -0.340 4.327
H10 2.119 1.869 3.562
H11 1.903 1.814 0.947
N5 -3.698 -0.770 1.840
C14 -2.810 -0.089 1.123
O1 -1.675 -0.595 0.866
C15 -3.172 1.304 0.657
C16 -2.240 2.481 0.915
H12 -3.529 -1.763 1.996
H13 -4.683 -0.484 1.891
H14 -4.153 1.508 1.141
H15 -3.374 1.250 -0.429
H16 -2.421 2.882 1.952
H17 -2.560 3.289 0.216
Se1 -2.987 -4.581 -1.195
C17 -2.336 -2.933 -1.515
N6 -1.928 -1.823 -1.566
C18 -3.300 1.376 -5.549
N7 -2.219 1.572 -4.560
C19 -1.029 2.143 -4.886
C20 0.040 2.185 -4.038
C21 -0.161 1.497 -2.780
O2 0.778 1.194 -2.006
N8 -1.400 1.138 -2.412
C22 -2.505 1.234 -3.225
O3 -3.646 1.006 -2.819
H18 -3.699 2.380 -5.822
H19 -4.077 0.786 -5.064
H20 -2.884 0.851 -6.449
H21 -0.959 2.528 -5.895
H22 0.981 2.620 -4.365
N9 1.109 5.070 4.553
C23 0.738 5.404 3.315
O4 0.679 6.594 2.954
C24 0.403 4.260 2.418
C25 0.262 4.462 0.976
C26 -0.267 3.508 0.182
N10 -0.792 2.284 0.701
C27 -0.074 1.851 1.938
C28 0.152 3.023 2.878
H23 1.462 5.799 5.156
H24 1.321 4.122 4.784
H25 0.547 5.442 0.567
H26 -0.375 3.665 -0.894
H27 -0.744 1.131 2.463
H28 0.151 2.727 3.931

---

Density functional theory data (ωB97M-V with the def2-TZVPD basis set) for 2 unconnected molecules or ions with the total composition C28H28N4O6 at a distorted geometry.

HOMO energy: -8.4 eV
total energy: -47736.3010 eV
total charge: 0
energy relative to the best compared isomer or geometry (same formula, charge and spin): 0.0 kJ/mol
F_max: 2.2 eV/A
LUMO level: 0.5 eV
spin multiplicity: 1
HOMO-LUMO gap: 0.327 hartree
SMILES: O=C(O)c1cc(-c2cn[nH]c2)ccc1Oc1ccccc1.CNC(=O)[C@H](Cc1ccc(O)cc1)NC(C)=O

Geometry (Å):
O1 -4.027 1.761 -1.478
O2 4.868 -0.966 -3.299
O3 0.481 -2.102 -2.486
N1 -4.400 -5.954 0.863
O4 -5.787 1.307 -0.136
O5 4.807 1.558 3.755
O6 -1.883 1.479 0.502
C1 -4.521 1.112 -0.570
C2 4.412 0.149 -3.095
C3 1.297 -1.315 -2.952
C4 -3.555 -4.948 0.884
C5 -4.245 -3.677 0.716
C6 -5.564 -4.003 0.591
C7 -0.862 3.600 3.974
C8 -0.397 3.990 2.715
C9 -1.702 2.489 4.092
C10 -0.768 3.261 1.580
C11 -2.069 1.763 2.952
C12 4.709 0.511 1.603
C13 2.686 1.393 2.640
C14 -1.760 -0.850 1.094
C15 -2.334 -2.124 1.146
C16 -4.338 -1.249 0.137
C17 3.957 0.081 0.492
C18 1.942 0.966 1.523
C19 -1.592 2.133 1.679
C20 4.077 1.166 2.679
C21 -2.463 0.235 0.552
C22 -3.637 -2.338 0.674
C23 -3.757 0.027 0.046
C24 2.566 0.318 0.439
N2 -5.625 -5.385 0.686
N3 1.181 -1.052 -4.263
N4 3.223 0.365 -2.537
C25 5.205 1.374 -3.481
C26 1.990 -0.239 -5.168
C27 1.684 -0.162 -0.712
C28 2.356 -0.691 -1.997
H1 -6.111 2.055 -0.659
H2 4.258 1.919 4.451
H3 -2.481 -5.056 1.002
H4 -6.400 -3.324 0.452
H5 -0.581 4.166 4.857
H6 0.244 4.861 2.616
H7 -2.074 2.191 5.068
H8 -0.409 3.563 0.601
H9 -2.732 0.911 3.070
H10 5.772 0.327 1.650
H11 2.189 1.885 3.462
H12 -0.753 -0.701 1.468
H13 -1.757 -2.943 1.562
H14 -5.341 -1.391 -0.250
H15 4.460 -0.451 -0.303
H16 0.876 1.120 1.503
H17 -6.492 -5.923 0.625
H18 0.413 -1.553 -4.683
H19 2.933 1.318 -2.394
H20 5.482 1.914 -2.578
H21 4.605 2.011 -4.127
H22 6.104 1.058 -4.008
H23 3.001 -0.647 -5.236
H24 1.550 -0.258 -6.166
H25 2.022 0.796 -4.827
H26 1.015 0.653 -0.990
H27 1.062 -0.959 -0.303
H28 2.990 -1.528 -1.702

---

Density functional theory data (ωB97M-V with the def2-TZVPD basis set) for a molecular structure, C28H28N5O2S4Se2Te2Tm at a distorted geometry.

HOMO energy (spin up / spin down): 0.2 / 0.2 eV
total energy: -259185.4968 eV
expectation value of S²: 2.002
total charge: -2
energy relative to the best compared isomer or geometry (same formula, charge and spin): 316.5 kJ/mol
F_max: 4.9 eV/A
LUMO level (spin up / spin down): 3.5 / 3.5 eV
spin multiplicity: 3
HOMO-LUMO gap (spin up / spin down): 0.118 / 0.118 hartree

Geometry (Å):
Tm1 1.928 0.141 -0.988
C1 -1.345 2.940 0.288
C2 0.162 2.747 0.266
N1 0.710 1.451 0.487
N2 0.607 1.060 1.769
C3 1.647 0.426 2.272
S1 3.134 -0.094 1.472
S2 1.579 -0.062 3.972
C4 -0.227 -0.028 4.312
C5 -0.698 1.320 4.897
C6 -0.294 1.778 6.130
C7 -0.746 2.999 6.590
C8 -1.590 3.809 5.819
C9 -1.956 3.378 4.539
C10 -1.524 2.125 4.091
C11 1.175 3.681 -0.035
C12 1.053 5.101 -0.046
C13 2.227 5.867 -0.233
C14 3.490 5.266 -0.115
C15 3.602 3.879 -0.049
C16 2.457 3.182 -0.439
O1 2.414 2.235 -1.372
H1 -1.835 2.013 -0.079
H2 -1.626 3.784 -0.399
H3 -1.768 3.163 1.233
H4 -0.371 -0.844 5.071
H5 -0.739 -0.220 3.378
H6 0.410 1.206 6.767
H7 -0.398 3.334 7.550
H8 -1.927 4.787 6.147
H9 -2.636 3.968 3.915
H10 -1.810 1.776 3.118
H11 0.119 5.640 0.060
H12 2.081 6.869 -0.483
H13 4.382 5.915 -0.082
H14 4.587 3.405 0.041
Se1 -1.927 -0.054 -3.256
Te1 -3.771 1.344 -4.295
Te2 -2.160 2.987 -5.226
Se2 0.189 2.090 -4.794
N3 0.695 -2.627 0.389
C17 -0.455 -3.316 0.729
C18 -1.519 -2.394 0.597
C19 -0.931 -1.209 0.135
N4 0.420 -1.319 0.004
H15 1.656 -2.983 0.539
H16 -0.452 -4.356 1.048
H17 -2.558 -2.622 0.798
H18 -1.428 -0.287 -0.088
C20 -3.652 -5.689 -1.969
C21 -2.537 -4.862 -2.555
C22 -1.200 -5.213 -2.251
C23 -0.181 -4.365 -2.636
C24 -0.432 -3.268 -3.443
C25 -1.736 -2.965 -3.849
C26 -2.768 -3.662 -3.267
S3 0.962 -2.160 -3.746
C27 2.325 -3.269 -3.509
O2 1.166 -1.171 -2.546
H19 -3.262 -6.727 -1.831
H20 -4.494 -5.664 -2.671
H21 -3.960 -5.302 -0.978
H22 -0.991 -6.165 -1.725
H23 0.869 -4.547 -2.343
H24 -1.907 -2.220 -4.615
H25 -3.781 -3.305 -3.392
H26 2.291 -3.659 -2.450
H27 3.276 -2.694 -3.621
H28 2.382 -4.111 -4.251
S4 4.202 0.633 -2.394
C28 4.582 -0.891 -2.974
N5 4.816 -1.979 -3.427

---

Density functional theory data (ωB97M-V with the def2-TZVPD basis set) for a molecular structure, C28H29BClN4O3PtSb at a distorted geometry.

HOMO energy: -7.7 eV
total energy: -64590.9876 eV
total charge: 0
F_max: 2.0 eV/A
LUMO level: -0.5 eV
spin multiplicity: 1
HOMO-LUMO gap: 0.263 hartree

Geometry (Å):
Pt1 0.775 -0.789 -0.107
C1 3.567 0.754 -1.226
C2 3.980 -0.573 -0.704
C3 5.236 -1.097 -1.005
C4 5.598 -2.340 -0.526
C5 4.683 -3.034 0.253
C6 3.456 -2.450 0.510
N1 3.116 -1.256 0.055
Sb1 2.135 -3.525 1.864
C7 1.258 -1.768 2.813
C8 1.290 -1.822 4.199
C9 0.750 -0.781 4.934
C10 0.202 0.278 4.242
C11 0.230 0.286 2.849
C12 -0.331 1.444 2.114
N2 0.746 -0.735 2.153
C13 0.493 -3.969 0.498
C14 0.231 -5.309 0.272
C15 -0.859 -5.648 -0.513
C16 -1.638 -4.629 -1.022
C17 -1.309 -3.300 -0.760
C18 -2.124 -2.200 -1.331
N3 -0.250 -2.998 -0.002
H1 4.427 1.383 -1.442
H2 3.003 0.609 -2.148
H3 2.902 1.251 -0.524
H4 5.920 -0.508 -1.596
H5 6.571 -2.756 -0.743
H6 4.920 -4.003 0.670
H7 1.722 -2.683 4.687
H8 0.746 -0.803 6.014
H9 -0.245 1.108 4.768
H10 -0.589 2.256 2.790
H11 0.383 1.800 1.373
H12 -1.227 1.131 1.576
H13 0.861 -6.070 0.714
H14 -1.098 -6.682 -0.717
H15 -2.503 -4.851 -1.625
H16 -3.048 -2.579 -1.756
H17 -2.338 -1.446 -0.579
H18 -1.551 -1.703 -2.114
B1 0.818 -1.055 -4.838
C19 0.885 -1.065 -3.304
N4 0.940 -1.113 -2.147
H19 -0.127 -1.733 -5.139
H20 0.693 0.088 -5.179
H21 1.851 -1.513 -5.244
C20 -4.976 2.938 0.009
C21 -3.872 3.907 0.293
C22 -4.030 4.950 1.185
C23 -2.980 5.824 1.426
Cl1 -3.208 7.144 2.522
C24 -1.758 5.646 0.810
C25 -1.588 4.597 -0.080
C26 -2.643 3.739 -0.369
O1 -2.632 2.742 -1.291
C27 -1.425 2.394 -1.929
C28 -0.610 1.414 -1.069
O2 0.616 1.583 -0.941
O3 -1.238 0.481 -0.526
H22 -5.892 3.224 0.522
H23 -4.674 1.939 0.329
H24 -5.155 2.887 -1.065
H25 -4.976 5.080 1.688
H26 -0.940 6.322 1.010
H27 -0.625 4.465 -0.542
H28 -0.831 3.269 -2.204
H29 -1.714 1.854 -2.834

---

Density functional theory data (ωB97M-V with the def2-TZVPD basis set) for a molecular structure, C28H29BN13SSn at a distorted geometry.

HOMO energy: -16.0 eV
total energy: -66197.9928 eV
total charge: +3
energy relative to the best compared isomer or geometry (same formula, charge and spin): 27.1 kJ/mol
F_max: 1.3 eV/A
LUMO level: -10.2 eV
spin multiplicity: 1
HOMO-LUMO gap: 0.212 hartree

Geometry (Å):
Sn1 -0.313 -0.089 -0.518
C1 3.536 1.946 -1.263
C2 2.229 1.954 -0.824
N1 1.643 0.768 -1.106
N2 2.576 0.005 -1.730
C3 3.713 0.692 -1.829
B1 2.224 -1.353 -2.342
N3 1.842 -2.312 -1.221
C4 2.270 -3.556 -1.010
C5 1.691 -4.035 0.152
C6 0.899 -2.998 0.607
N4 0.991 -1.940 -0.230
N5 0.987 -1.138 -3.210
C7 0.882 -1.242 -4.533
C8 -0.431 -0.991 -4.897
C9 -1.080 -0.737 -3.707
N6 -0.217 -0.833 -2.670
H1 4.257 2.742 -1.195
H2 1.683 2.741 -0.338
H3 4.581 0.260 -2.302
H4 3.127 -1.785 -2.984
H5 2.961 -4.034 -1.686
H6 1.837 -4.999 0.607
H7 0.318 -2.949 1.505
H8 1.736 -1.500 -5.138
H9 -0.849 -0.991 -5.888
H10 -2.118 -0.519 -3.560
C10 -4.690 -1.636 -1.960
C11 -3.589 -0.790 -1.407
N7 -2.843 -1.069 -0.417
N8 -3.043 -2.183 0.320
C12 -2.367 -2.290 1.476
N9 -2.633 -3.305 2.274
S1 -1.206 -1.122 1.921
C13 -3.295 0.546 -1.964
C14 -4.212 1.224 -2.744
C15 -3.912 2.505 -3.199
C16 -2.697 3.071 -2.861
C17 -1.822 2.330 -2.083
N10 -2.116 1.106 -1.638
H11 -4.482 -2.699 -1.837
H12 -4.820 -1.460 -3.026
H13 -5.641 -1.412 -1.467
H14 -3.773 -2.845 0.086
H15 -3.414 -3.929 2.122
H16 -2.126 -3.411 3.141
H17 -5.160 0.770 -2.994
H18 -4.620 3.045 -3.813
H19 -2.427 4.066 -3.186
H20 -0.852 2.730 -1.808
C18 -0.881 3.808 1.941
C19 -1.104 2.734 1.111
N11 -0.205 1.740 1.016
C20 0.918 1.769 1.741
C21 1.232 2.831 2.579
C22 0.307 3.867 2.663
C23 2.543 2.923 3.253
C24 3.219 1.985 3.916
C25 2.780 0.625 4.295
C26 3.700 -0.263 4.837
C27 3.225 -1.504 5.235
N12 1.947 -1.844 5.100
C28 1.143 -0.935 4.564
N13 1.496 0.275 4.150
H21 -1.609 4.604 1.999
H22 -1.995 2.657 0.503
H23 1.605 0.942 1.623
H24 0.516 4.721 3.295
H25 3.005 3.903 3.178
H26 4.203 2.250 4.284
H27 4.741 0.007 4.950
H28 3.881 -2.240 5.685
H29 0.100 -1.205 4.453

---

Density functional theory data (ωB97M-V with the def2-TZVPD basis set) for a molecular structure, C28H29ClLuPSi at a distorted geometry.

HOMO energy (spin up / spin down): -5.4 / -5.4 eV
total energy: -92814.0615 eV
total charge: 0
F_max: 3.9 eV/A
LUMO level (spin up / spin down): -0.4 / -0.4 eV
spin multiplicity: 1
HOMO-LUMO gap (spin up / spin down): 0.185 / 0.185 hartree

Geometry (Å):
C1 -1.164 -1.422 2.516
C2 -1.014 -0.053 2.325
C3 -1.901 0.372 1.263
H1 -0.341 0.608 2.877
C4 -2.614 -0.745 0.800
C5 -2.308 -1.947 1.671
H2 -3.199 -2.231 2.246
H3 -0.619 -2.058 3.216
H4 -1.975 1.393 0.880
H5 -3.364 -0.797 0.012
Lu1 -0.418 -1.147 0.186
Cl1 -0.823 -0.988 -2.204
P1 1.093 1.698 -0.848
C6 0.175 3.256 -1.216
C7 0.562 4.527 -0.755
H6 1.432 4.637 -0.107
C8 -0.158 5.665 -1.132
H7 0.163 6.646 -0.773
C9 -1.277 5.545 -1.962
H8 -1.839 6.434 -2.251
C10 -1.675 4.281 -2.419
H9 -2.542 4.189 -3.075
C11 -0.965 3.142 -2.040
H10 -1.276 2.153 -2.385
C12 2.275 2.328 0.414
C13 1.806 2.382 1.742
H11 0.782 2.075 1.966
C14 2.637 2.840 2.761
H12 2.269 2.868 3.788
C15 3.939 3.270 2.467
H13 4.587 3.632 3.268
C16 4.405 3.234 1.151
H14 5.412 3.579 0.909
C17 3.582 2.752 0.126
H15 3.960 2.718 -0.896
C18 2.188 1.619 -2.330
C19 2.341 2.660 -3.261
H16 1.773 3.586 -3.157
C20 3.233 2.523 -4.332
H17 3.353 3.347 -5.039
C21 3.965 1.343 -4.492
H18 4.657 1.236 -5.329
C22 3.805 0.295 -3.575
H19 4.378 -0.627 -3.693
C23 2.916 0.426 -2.510
H20 2.778 -0.397 -1.806
C24 -1.589 -7.050 2.373
Si1 -2.813 -5.929 1.506
C25 -3.763 -6.721 0.106
C26 -4.058 -5.391 2.847
C27 -2.093 -4.362 0.813
C28 -1.877 -3.136 0.865
H21 -2.043 -7.995 2.705
H22 -1.185 -6.576 3.281
H23 -0.731 -7.326 1.748
H24 -4.285 -7.656 0.351
H25 -4.521 -5.998 -0.230
H26 -3.091 -6.923 -0.737
H27 -3.531 -4.912 3.690
H28 -4.757 -4.652 2.421
H29 -4.658 -6.221 3.261